(a)
23
Properties=species:S:1:pos:R:3 method="wB97M-V/def2-TZVPD" charge=0 gap_ev=9.7
C 3.3927 0.4987 -0.8748
C 2.3499 0.6963 -0.1163
C 1.0878 1.3147 -0.7093
C -0.3333 0.7423 -0.2716
C -0.2883 -0.4737 0.8852
C -1.3680 -0.0873 1.8421
N -0.7518 -1.6060 0.0717
H 4.1885 -0.0896 -0.3971
H 3.5769 0.8092 -1.8893
H 2.1139 0.3388 0.8775
H 1.2631 1.2800 -1.8356
H 1.1322 2.4005 -0.5513
H -1.0178 1.5261 0.1818
H -0.6361 0.1980 -1.1565
H 0.7020 -0.6374 1.3182
H -0.9850 0.7780 2.3837
H -1.7572 -0.7367 2.6136
H -2.2168 0.3875 1.3226
H -1.4029 -2.1405 0.5882
H -0.2399 -1.8333 -0.7485
O -3.1644 -1.0971 -1.4708
H -2.9296 -0.3729 -0.8810
H -2.7161 -1.8956 -1.1825

(b)
23
Properties=species:S:1:pos:R:3 method="wB97M-V/def2-TZVPD" charge=0 gap_ev=3.4
C -1.8164 -1.6205 -0.1827
O -0.1270 -1.8201 1.8696
C -1.3867 -0.2669 -0.7944
C 0.0226 -0.3514 -1.4514
C 1.2212 -0.4791 -0.5097
C 1.3791 0.5132 0.6564
C 1.1036 2.0776 0.3735
N -0.1864 2.3790 0.7083
H -2.8362 -1.6482 0.1926
H -1.7948 -2.3640 -1.0257
H -1.0900 -2.0806 0.5965
H -1.3883 0.5854 -0.1338
H -2.1696 -0.0488 -1.5415
H 0.1771 -1.2222 -2.1028
H 0.0551 0.5374 -2.0950
H 1.0610 -1.4390 -0.0256
H -0.5760 -1.2545 2.5088
H 2.3706 0.4845 1.1630
H 0.7668 0.2680 1.5144
H 1.9749 2.5633 0.8906
H 1.2327 2.3401 -0.7430
H -0.1092 3.2433 1.2639
H 2.1161 -0.3965 -1.1320

The most stable arrangement is (a), and the next structure is 551.9 kJ/mol less stable.

(a)
23
Properties=species:S:1:pos:R:3 method="wB97M-V/def2-TZVPD" charge=0 gap_ev=9.6
C 1.1005 0.2103 -0.6439
C 0.2919 -0.0697 0.3707
C 0.7715 0.2578 1.7710
C -0.2669 0.5938 2.8570
C -1.1465 -0.5602 0.1991
C -1.9028 0.4208 -0.7050
N -2.4146 1.6056 -0.0330
H 0.9049 0.1314 -1.7021
H 2.1352 0.4355 -0.3980
H 1.5233 1.0417 1.7243
H 1.2776 -0.6188 2.1978
H 0.2273 0.9513 3.7515
H -0.9282 1.3876 2.4990
H -0.9267 -0.2595 2.9965
H -1.7131 -0.6541 1.1191
H -1.1080 -1.5268 -0.2818
H -2.7996 -0.0941 -1.1053
H -1.3911 0.6312 -1.6453
H -2.4445 1.6164 0.9734
H -3.2929 1.9195 -0.3999
O 4.2212 -2.1736 -4.7089
H 3.4291 -2.1342 -4.1595
H 4.4523 -3.1116 -4.6766

(b)
23
Properties=species:S:1:pos:R:3 method="wB97M-V/def2-TZVPD" charge=0 gap_ev=9.5
N -1.0186 -0.8838 -2.4671
C -1.0977 -1.7727 -1.3230
C -1.9162 -1.0516 -0.2170
C -1.2478 -0.0140 0.7339
C 0.3005 0.0730 0.5592
C 0.8754 1.4279 0.8803
C 2.2958 1.3940 1.4350
O 3.0473 0.7641 0.3550
H -0.1662 -0.5147 -2.8389
H -1.8749 -0.3744 -2.5731
H -0.1047 -2.1529 -1.0173
H -1.6477 -2.7114 -1.4719
H -2.8362 -0.6137 -0.6381
H -2.3784 -1.8395 0.4099
H -1.7675 0.9376 0.6907
H -1.3281 -0.2227 1.8115
H 0.4295 -0.1052 -0.5600
H 0.8018 -0.8298 0.9228
H 0.8986 2.0339 -0.0435
H 0.2450 1.9232 1.6379
H 2.8340 2.3418 1.6107
H 2.2874 0.7478 2.3475
H 3.3686 1.4431 -0.2445

(c)
23
Properties=species:S:1:pos:R:3 method="wB97M-V/def2-TZVPD" charge=0 gap_ev="7.1 / 7.3"
C 2.1682 0.6093 -0.5907
C 0.2011 -0.4938 0.1883
C -0.2552 0.0624 -0.9680
C -2.3015 -0.5762 -0.1189
C 0.6117 -1.9199 0.3282
C -2.8600 0.6111 0.6112
N 1.9521 1.9830 -0.3220
O 3.1726 -0.0398 0.1714
H 3.0378 0.1876 1.0994
H 2.4052 0.4131 -1.6330
H 0.0937 0.0806 1.1050
H 2.7921 2.5595 -0.3506
H 1.4587 2.1601 0.5458
H -0.4693 1.1196 -1.0287
H -0.1898 -0.4945 -1.8935
H -2.6763 -0.7291 -1.1282
H -2.3039 -1.5070 0.4420
H 1.6645 -1.9619 0.6205
H 0.5014 -2.4646 -0.6093
H 0.0256 -2.4199 1.1009
H -2.4289 0.7081 1.6123
H -2.6495 1.5436 0.0742
H -3.9504 0.5685 0.7436

(d)
23
Properties=species:S:1:pos:R:3 method="wB97M-V/def2-TZVPD" charge=0 gap_ev=10.4
C 1.2360 -1.2703 1.4901
C 1.1420 -0.7690 0.0323
C 2.0651 0.4070 -0.2200
C -0.3351 -0.4658 -0.3106
C -0.5405 -0.2955 -1.8040
N -0.7484 0.7591 0.4029
C -2.1601 0.9310 0.5721
O -2.6874 1.8211 -0.4097
H 1.9225 -0.6543 2.0807
H 0.2492 -1.3105 1.9686
H 1.6221 -2.2856 1.5564
H 1.3366 -1.6158 -0.6302
H 1.8192 0.9188 -1.1378
H 3.1183 0.0946 -0.2266
H 1.9536 1.1722 0.5459
H -0.9017 -1.3029 0.0811
H -0.1103 -1.1132 -2.3717
H -1.5897 -0.2328 -2.0598
H -0.1486 0.6472 -2.1718
H -0.2650 0.8095 1.2855
H -2.6780 -0.0136 0.4107
H -2.3441 1.3453 1.5651
H -1.9557 2.4236 -0.6492

The most stable arrangement is (d), and the next structure is 96.8 kJ/mol less stable.

(a)
23
Properties=species:S:1:pos:R:3 method="wB97M-V/def2-TZVPD" charge=0 gap_ev=9.3
C 0.8801 3.1773 -1.4472
C 1.6248 2.0701 -1.4339
C 1.7550 1.3150 -0.1332
C 1.1556 -0.0789 -0.2727
C -0.3237 -0.1746 -0.5211
N -0.9802 -0.7312 0.6770
C -2.3434 -0.2371 0.8245
H 0.8429 3.9243 -2.2479
H 0.4915 3.6601 -0.5509
H 2.1222 1.7656 -2.3532
H 2.7606 1.4132 0.3269
H 1.3022 1.8406 0.7516
H 1.7150 -0.5650 -1.0644
H 1.4320 -0.6304 0.6154
H -0.6187 -0.6113 -1.4760
H -0.7411 0.8781 -0.5690
H -0.8363 -1.7230 0.7483
H -2.2933 0.8683 0.9130
H -3.0174 -0.5565 0.0421
H -2.8757 -0.6474 1.7235
O -0.4018 -4.8775 1.5759
H -0.8556 -5.7252 1.5857
H -0.7947 -4.3542 2.2856

(b)
23
Properties=species:S:1:pos:R:3 method="wB97M-V/def2-TZVPD" charge=0 gap_ev=9.7
C -1.6484 1.0950 1.7033
C -0.1593 0.8149 1.4778
C 0.6146 0.4678 2.7394
C 0.0219 -0.1425 0.3133
N -0.5900 0.4035 -0.9153
C -0.4089 -0.4755 -2.0551
C 1.0578 -0.7438 -2.5693
O 1.2542 -2.1821 -2.5781
H -1.8106 1.1948 2.7841
H -2.2985 0.2818 1.3557
H -1.9685 2.0572 1.3009
H 0.3334 1.7698 1.1605
H 0.8448 -0.6154 2.7426
H 0.0655 0.5824 3.6873
H 1.6060 0.9356 2.7177
H 1.0449 -0.4514 0.0768
H -0.4416 -1.1310 0.4850
H -0.1223 1.2765 -1.1500
H -0.7118 -1.4457 -1.6463
H -1.0796 -0.2814 -2.9085
H 1.7532 -0.5428 -1.7456
H 1.4120 -0.3268 -3.5078
H 1.2314 -2.5409 -3.4683

(c)
23
Properties=species:S:1:pos:R:3 method="wB97M-V/def2-TZVPD" charge=0 gap_ev=9.7
C 2.2828 1.6029 0.7541
C 1.5221 0.3453 0.4628
C 0.8386 0.0519 -0.6335
C 0.8017 0.8764 -1.8862
C 0.1995 -1.3508 -0.7423
C -1.1133 -1.3735 0.0646
N -2.1335 -2.1554 -0.6596
H 1.6506 2.4670 0.9477
H 2.9500 1.5060 1.6100
H 2.9244 1.8849 -0.0901
H 1.5174 -0.3793 1.2728
H 1.7960 0.9381 -2.3408
H 0.1021 0.5086 -2.5926
H 0.5669 1.9077 -1.6518
H -0.0219 -1.5055 -1.7918
H 0.8448 -2.1347 -0.3579
H -0.9765 -1.9474 0.9863
H -1.4915 -0.3790 0.3128
H -2.2573 -1.8275 -1.6072
H -3.0389 -2.2503 -0.2236
O -2.4998 1.2356 2.9944
H -1.8291 1.6501 2.4523
H -2.6349 0.3289 2.7195

The most stable arrangement is (c), and the next structure is 30.0 kJ/mol less stable.

(a)
23
Properties=species:S:1:pos:R:3 method="wB97M-V/def2-TZVPD" charge=0 gap_ev=8.3
C -1.9844 -0.3272 -0.6649
C -0.6261 -0.1985 -0.8457
C 0.4553 -1.3786 -1.1734
C 1.2366 -1.8704 0.0943
C 0.5949 -1.4374 1.4432
N -0.1435 1.1348 -0.8502
C 1.2769 1.4893 -0.7932
H -2.7153 0.3672 -0.1755
H -2.2843 -1.3603 -0.7890
H -0.2392 -2.0597 -1.7741
H 1.2897 -0.9311 -1.8694
H 2.2545 -1.3889 0.1509
H 1.2844 -2.9864 -0.1025
H -0.3544 -1.5999 1.4510
H 1.0046 -2.0765 2.1314
H 0.7444 -0.2674 1.6434
H -0.7427 1.8702 -0.3823
H 1.6812 1.3477 -1.8386
H 1.9519 0.8096 -0.0771
H 1.4014 2.6370 -0.5312
O -0.9471 2.0914 1.9401
H -0.5961 1.4026 2.5082
H -1.8188 1.8983 1.7234

(b)
23
Properties=species:S:1:pos:R:3 method="wB97M-V/def2-TZVPD" charge=0 gap_ev=9.9
C -2.0751 2.2599 -0.3845
C -0.9119 1.3827 0.2537
C 0.4647 2.0512 0.5252
C -0.6157 0.0093 -0.7951
C 0.3380 -0.9019 0.1861
N -0.4226 -1.0498 1.4611
C 1.0392 -2.2107 -0.4783
O 2.2247 -1.8643 -0.9503
H -2.9505 2.1615 0.2794
H -2.2412 1.9309 -1.4789
H -1.9835 3.4226 -0.3743
H -1.4243 1.1044 1.2184
H 1.0460 1.5904 1.3699
H 1.0567 2.0296 -0.3622
H 0.4829 3.0710 0.9102
H -1.5865 -0.4020 -0.9265
H -0.0591 0.3800 -1.7102
H 1.2386 -0.2112 0.3724
H -0.4970 -0.1971 2.0177
H -1.3229 -1.4127 1.2222
H 1.0270 -2.9650 0.4080
H 0.4358 -2.6569 -1.2191
H 2.5029 -1.1254 -0.1942

The most stable arrangement is (a), and the next structure is 6.1 kJ/mol less stable.

(a)
8
Properties=species:S:1:pos:R:3 method="wB97M-V/def2-TZVPD" charge=0 gap_ev=8.6
C -0.9395 -0.2184 -0.2594
C -0.2858 0.8020 0.1830
P 2.1281 -0.8589 0.2572
P 1.7231 1.0287 -0.2959
H -2.0648 -0.1362 0.0470
H -0.5406 -0.8580 -1.1215
H -0.7360 1.4014 0.8997
H 3.2724 -0.6693 -0.3988

(b)
8
Properties=species:S:1:pos:R:3 method="wB97M-V/def2-TZVPD" charge=0 gap_ev="7.6 / 6.6"
C -1.3535 -0.2366 0.4654
C 1.3164 -0.0482 -0.1816
P -0.6657 -0.8938 1.8388
P -0.1220 0.9272 -0.3203
H -2.3440 -0.3853 -0.0311
H 2.3061 0.2666 -0.4852
H 1.2292 -0.7529 0.4879
H -0.3665 1.1231 -1.7739

The most stable arrangement is (a), and the next structure is 183.7 kJ/mol less stable.

(a)
30
Properties=species:S:1:pos:R:3 method="wB97M-V/def2-TZVPD" charge=0 gap_ev=8.8
C -2.3581 -0.4165 1.3240
C -2.3324 0.2545 0.1799
C -1.3921 1.3336 -0.1829
C -1.8348 2.3176 -1.2302
C -0.1807 1.4172 0.3757
N 0.7892 2.3662 0.0111
H -1.6979 -0.2278 2.1611
H -3.0567 -1.2275 1.4974
H -3.0705 0.0022 -0.5719
H -1.2198 2.2805 -2.1355
H -1.8062 3.3568 -0.8880
H -2.8516 2.1165 -1.5681
H 0.1607 0.6916 1.1036
H 0.4067 3.1353 -0.5172
H 1.3819 2.6571 0.7717
O 2.3373 0.2379 -1.4239
H 1.9999 1.1080 -1.1575
H 1.5495 -0.2014 -1.8233
O 2.6711 -1.2699 0.7410
H 3.4969 -1.7304 0.5658
H 2.5259 -0.6407 -0.0201
O -0.0560 -0.9218 -2.1842
H 0.0774 -1.7471 -1.6692
H -0.7056 -0.4098 -1.6930
O 0.5144 -2.8755 -0.3379
H 0.0044 -3.0737 0.4641
H 1.2937 -2.3972 0.0063
O 0.8684 -2.3229 2.6389
H 1.5348 -1.9093 2.0630
H 0.9500 -1.9033 3.4994

(b)
30
Properties=species:S:1:pos:R:3 method="wB97M-V/def2-TZVPD" charge=0 gap_ev=10.2
N -2.1372 0.9864 -0.5761
C -0.7747 1.2492 -1.0470
C -0.5909 2.5675 -1.7674
O -0.6125 2.4381 -3.1867
C 0.1524 1.1672 0.1779
C 1.5092 0.5665 -0.1910
C 1.4897 -0.9946 -0.0721
O 0.3618 -1.5143 0.6137
H -2.8046 1.2957 -1.2718
H -2.4246 1.3422 0.3130
H -0.5220 0.4428 -1.7374
H 0.3512 3.0540 -1.4920
H -1.3481 3.3116 -1.4942
H -1.2475 3.0212 -3.5994
H -0.3231 0.5914 0.9645
H 0.2005 2.1753 0.6088
H 2.2792 0.9651 0.4708
H 1.8574 0.8298 -1.1892
H 2.3510 -1.3061 0.4969
H 1.4601 -1.4014 -1.0774
H -0.2322 -2.1449 0.2021
O -2.8027 -2.2578 -0.6318
H -2.6173 -2.2577 -1.5711
H -2.7529 -1.3522 -0.3071
O 0.4500 -2.4591 3.0528
H 0.0384 -2.0493 2.2830
H -0.1851 -2.6261 3.7411
O 3.1725 -0.9038 2.6621
H 3.0967 0.0564 2.6647
H 2.2370 -1.1565 2.7444

The most stable arrangement is (a), and the next structure is 102.9 kJ/mol less stable.

(a)
21
Properties=species:S:1:pos:R:3 method="wB97M-V/def2-TZVPD" charge=0 gap_ev=8.2
C 1.0979 1.2912 -1.5217
C 0.7185 -0.0151 -0.8449
N 1.3935 -1.1023 -1.4878
C -0.4740 -0.0492 -0.1199
C -1.7390 0.7044 -0.4064
C -0.2762 -0.8455 1.0929
C 0.4481 -0.2219 2.2836
O -1.3668 -1.5748 1.5965
H 2.1833 1.3608 -1.6331
H 0.7568 2.1610 -0.9550
H 0.6630 1.3610 -2.5252
H 1.0549 -2.0056 -1.1704
H 1.3376 -1.0416 -2.5029
H -2.4563 0.0805 -0.9530
H -1.5579 1.6080 -0.9968
H -2.2309 1.0284 0.5144
H 0.7449 -1.3627 0.5271
H -0.0917 0.6679 2.6258
H 1.4683 0.0542 2.0128
H 0.5359 -0.9291 3.1121
H -2.2101 -1.1694 1.3520

(b)
21
Properties=species:S:1:pos:R:3 method="wB97M-V/def2-TZVPD" charge=0 gap_ev=10.1
C -1.7880 -1.4019 1.8639
C -0.4846 -0.7568 1.4428
C -0.1265 -0.9734 -0.0028
O -0.4557 -1.8921 -0.6981
N 0.8260 0.0280 -0.4805
C 1.8950 -0.6190 -1.2417
C 0.1314 1.0646 -1.2614
C 0.0207 2.3997 -0.5483
H -1.7440 -1.9119 2.8284
H -2.0768 -2.2251 1.2119
H -2.6418 -0.7205 1.9021
H -0.3981 0.3080 1.6299
H 0.3787 -1.1543 1.9918
H 2.4295 -1.2615 -0.5452
H 2.6019 0.1619 -1.4981
H 1.5991 -1.2680 -2.0704
H 0.6120 1.2216 -2.2135
H -0.8589 0.7221 -1.5875
H 0.1741 2.2252 0.5232
H -0.9220 2.9173 -0.5977
H 0.8279 3.1361 -0.6488

The most stable arrangement is (b), and the next structure is 226.8 kJ/mol less stable.

(a)
21
Properties=species:S:1:pos:R:3 method="wB97M-V/def2-TZVPD" charge=0 gap_ev=9.8
C -1.1009 -1.9362 -2.0253
C -1.6893 -0.7023 -1.4739
C -0.4914 0.2978 -0.8528
C -0.3955 0.3754 0.6842
O -1.3856 0.2123 1.3902
N 0.7849 0.5294 1.3154
C 2.1127 0.6075 0.5112
C 0.6751 1.0596 2.6564
H -1.4219 -2.2589 -3.0549
H -0.0407 -1.6948 -2.3999
H -0.8585 -2.7357 -1.3054
H -2.3252 -1.0975 -0.5931
H -2.2063 -0.1210 -2.1688
H 0.3431 0.0617 -1.3743
H -0.8575 1.4232 -1.0804
H 2.9699 -0.0088 0.6095
H 1.8517 0.3832 -0.5901
H 2.4747 1.5819 0.7503
H -0.0846 0.5434 3.2208
H 1.5893 1.4752 2.9172
H 0.0560 2.0048 2.8636

(b)
21
Properties=species:S:1:pos:R:3 method="wB97M-V/def2-TZVPD" charge=0 gap_ev=8.0
C 2.2063 2.3469 0.1715
C 2.1878 1.0299 -0.0378
C 1.1008 0.1741 -0.4757
C -0.2007 0.1762 0.0393
C -0.9345 1.3553 0.6595
N -1.1154 -0.7970 -0.3048
C -2.5340 -0.5971 -0.0494
H 3.1232 2.9315 0.5474
H 1.4555 3.0109 -0.1040
H 3.0470 0.3794 -0.1549
H 1.4354 -0.8713 -0.8525
H -0.2452 2.3137 0.4144
H -1.7929 1.6671 0.1837
H -1.0389 1.1954 1.7926
H -0.8813 -1.5273 -0.7984
H -3.0010 -1.3960 -0.5403
H -2.8181 0.3409 -0.6343
H -2.8407 -0.7554 0.9797
O 1.0540 -3.9964 -0.4099
H 0.9635 -3.5851 0.5053
H 0.8292 -3.3959 -0.9314

(c)
21
Properties=species:S:1:pos:R:3 method="wB97M-V/def2-TZVPD" charge=0 gap_ev=10.5
C -0.0973 2.6733 0.1071
C -0.5330 1.2745 0.5606
C -1.9272 0.9168 -0.0049
C 0.4748 0.3305 -0.1544
C 0.3419 -1.1381 0.2967
N 1.3013 -1.9769 -0.4248
C 1.3569 -3.3372 -0.3142
O 2.2797 -3.9791 -0.7911
H 0.2340 2.7605 -0.9308
H -0.8935 3.3844 0.3752
H 0.7881 2.9086 0.7065
H -0.4723 1.1540 1.6394
H -1.8374 0.9139 -1.0980
H -2.7179 1.6602 0.1388
H -2.2552 -0.0377 0.3962
H 0.1415 0.2060 -1.1799
H 1.5072 0.6391 0.0642
H 0.3644 -1.3864 1.3600
H -0.6766 -1.4906 0.0848
H 2.1440 -1.5411 -0.7590
H 0.4766 -3.9347 -0.0722

The most stable arrangement is (c), and the next structure is 233.4 kJ/mol less stable.

(a)
21
Properties=species:S:1:pos:R:3 method="wB97M-V/def2-TZVPD" charge=0 gap_ev=9.3
C 3.0044 -0.6301 1.2540
C 2.1671 0.3928 1.1827
C 0.9482 0.7096 -0.0588
C -0.1985 -0.0843 0.3874
N -0.1073 -1.4740 0.3376
C -1.2819 0.6096 -0.9305
C -2.4564 -0.3317 -1.1121
O -1.6702 1.8520 -0.3678
H 2.9347 -1.4827 0.5841
H 3.8138 -0.6938 1.9747
H 2.2657 1.2208 1.8836
H 1.4143 0.3610 -0.9763
H 0.7971 1.7804 0.0050
H -0.6534 0.2584 1.3156
H 0.3910 -1.8462 -0.4606
H 0.0856 -1.9122 1.2271
H -0.8030 0.7761 -1.9074
H -3.2119 0.0785 -1.7912
H -2.1059 -1.2797 -1.5195
H -2.9318 -0.5276 -0.1502
H -2.4015 2.2231 -0.8776

(b)
21
Properties=species:S:1:pos:R:3 method="wB97M-V/def2-TZVPD" charge=0 gap_ev=8.4
C 0.2672 0.3037 -2.2268
C 2.0967 -0.6502 0.0019
C 0.6520 0.7593 -0.8721
C 2.6114 -1.3051 -1.0238
O 2.1251 -0.4305 1.1815
N 0.5122 1.7201 -0.2001
H 1.6262 1.1255 1.6765
H 1.2116 1.6949 1.2424
H -0.0045 -0.7505 -2.2013
H -0.5753 0.8878 -2.5929
H 1.1054 0.4078 -2.9135
H 2.4796 -1.0143 -2.0470
H 3.1432 -2.2283 -0.8486
C -1.9385 -0.7420 1.0770
C -2.3702 0.6110 1.6372
H -2.6058 -1.5353 1.4183
H -0.9169 -0.9920 1.3656
H -1.9631 -0.7398 -0.0148
H -3.3821 0.8724 1.3220
H -2.3692 0.6030 2.7285
H -1.7050 1.4026 1.2898

The most stable arrangement is (a), and the next structure is 208.5 kJ/mol less stable.